C14H50O14 | the ωB97M-V functional and the def2-TZVPD basis

Last column: Löwdin charge in e.
Cartesian coordinates (Å):
O  -0.87503  2.88066  -1.11142  -0.09
C  -0.41036  3.57762  -2.25655  -0.16
C  -0.42436  2.49698  -3.46958  -0.25
O  0.60605  1.64822  -3.47718  -0.08
H  -1.45695  2.16568  -1.37933  0.02
H  -1.14356  4.34508  -2.50458  0.11
H  0.56647  4.06124  -2.25202  0.11
H  -0.43128  2.86688  -4.49488  0.13
H  -1.27136  1.81783  -3.37242  0.10
H  1.36682  2.12134  -3.13222  0.06
O  5.89810  1.91951  -1.57801  -0.08
C  4.62000  2.05131  -0.85246  -0.15
C  3.33871  1.61480  -1.76484  -0.19
O  3.15878  2.58732  -2.78593  -0.10
H  5.74080  1.35863  -2.34107  0.06
H  4.58637  1.33840  -0.02861  0.10
H  4.51345  3.04333  -0.41352  0.11
H  2.36218  1.71326  -1.29072  0.11
H  3.44559  0.64137  -2.24352  0.10
H  3.97439  2.65165  -3.28814  0.09
O  -3.91800  -2.23203  3.81696  -0.10
C  -3.10932  -1.93947  5.02813  -0.14
C  -2.59556  -0.41472  4.95847  -0.21
O  -1.76649  -0.26831  3.83711  -0.10
H  -4.42564  -1.45728  3.56465  0.07
H  -3.82769  -2.05100  5.84029  0.10
H  -2.32030  -2.68417  5.13277  0.11
H  -1.97516  -0.02630  5.76616  0.12
H  -3.39484  0.30458  4.78002  0.11
H  -2.26794  -0.74109  3.16880  0.06
C  -1.30836  3.24269  2.64579  -0.13
O  -2.68363  3.00038  2.30687  -0.14
H  -1.30347  3.70088  3.63480  0.08
H  -1.02650  2.18978  2.63965  0.06
H  -0.74658  3.86694  1.95095  0.08
H  -2.59906  2.68079  1.40559  0.05
C  1.69672  -3.26440  1.95655  -0.12
O  2.41187  -3.91812  0.86731  -0.13
H  1.69545  -2.18725  1.78970  0.05
H  0.64586  -3.55225  1.92552  0.08
H  2.13029  -3.49236  2.93027  0.08
H  1.71482  -4.41168  0.42902  0.06
C  -0.77308  -1.49236  -3.97317  -0.20
O  -0.36280  -0.41899  -4.70011  -0.10
H  -1.79603  -1.30189  -3.64849  0.06
H  -0.90409  -2.34617  -4.63796  0.08
H  -0.14421  -1.82955  -3.14919  0.07
H  -0.15850  0.33842  -4.14677  0.01
C  -4.10344  0.94912  -1.81569  -0.14
O  -2.71178  0.88717  -1.70168  -0.13
H  -4.71773  0.09375  -2.09691  0.08
H  -4.60721  1.22120  -0.88817  0.08
H  -4.35523  1.79588  -2.45420  0.09
H  -2.37983  -0.01343  -1.72029  0.07
C  0.43161  -0.37897  -0.27630  -0.12
O  -0.56954  -0.70984  0.69513  -0.13
H  -0.12939  0.26031  -0.95799  0.06
H  1.33122  0.10026  0.10990  0.07
H  0.84843  -1.17945  -0.88751  0.07
H  -0.91881  0.11184  1.04789  0.06
C  4.09111  -2.04255  -1.60543  -0.13
O  4.53997  -2.80237  -2.74674  -0.13
H  4.81335  -1.24074  -1.45192  0.07
H  3.11849  -1.56951  -1.74085  0.05
H  4.02462  -2.80150  -0.82590  0.07
H  4.01672  -3.60268  -2.83221  0.07
C  2.21846  0.14702  4.51140  -0.18
O  1.78133  0.39387  3.23660  -0.13
H  2.84132  -0.73891  4.38786  0.07
H  2.85074  0.94966  4.89100  0.08
H  1.37235  -0.10861  5.14925  0.08
H  0.87569  0.08487  3.15948  0.05
C  -3.70878  -2.69306  -0.97878  -0.12
O  -2.28062  -2.62971  -1.08893  -0.16
H  -3.85053  -3.77051  -0.89452  0.08
H  -3.97498  -2.07480  -0.12147  0.08
H  -4.09578  -2.31109  -1.92346  0.07
H  -1.80434  -2.52341  -0.26221  0.05

Properties
F_max = 0.076 hartree/bohr
Total charge = 0
Total energy = -43986.0092 eV
Frontier orbital gap = 9.7 eV
Highest occupied orbital energy = -9.52 eV
Energy relative to the best compared isomer or geometry (same formula, charge and spin) = 85.05 kcal per mole